Formula: C38H51BrNP3W
Source: OMol25
Level of theory: ωB97M-V/def2-TZVPD

- Charge: +4
- HOMO-LUMO gap (spin up / spin down): 3.002 / 3.092 eV
- ⟨S²⟩: 2.02
- Multiplicity: 3

Last column: Mulliken spin population.
Atoms and positions in Å:
W  -0.29  -0.52  1.11  0.96
Br  -2.82  -0.98  1.45  0.00
P  -2.57  -3.64  -2.23  0.60
P  1.81  -1.40  0.73  -0.04
P  0.13  0.72  3.09  -0.06
N  -1.39  7.27  -7.07  0.02
C  -3.26  -3.65  -0.57  0.09
C  -0.03  1.32  -0.34  -0.11
C  -2.14  1.58  -2.27  0.01
C  3.40  -0.48  0.99  0.03
C  1.51  -1.60  6.92  -0.01
C  -1.13  5.36  -5.05  0.01
C  0.08  2.27  -1.36  0.00
C  -0.90  3.45  -3.20  0.04
C  1.63  -1.69  -1.07  0.07
C  -0.98  2.40  -2.29  -0.01
C  -0.96  6.74  -4.78  0.01
C  2.62  -1.01  -2.04  0.02
C  1.96  -0.62  4.74  0.00
C  -1.60  1.22  3.40  0.06
C  -0.98  4.36  -4.02  0.01
C  -1.10  7.65  -5.84  -0.01
C  -4.67  -4.25  -0.52  0.02
C  -2.28  0.65  -1.24  0.01
C  1.48  2.68  4.71  0.00
C  -1.45  4.99  -6.38  0.01
C  0.74  3.42  2.53  -0.01
C  0.17  -1.22  6.80  0.00
C  -0.51  -5.34  -2.57  0.02
C  2.93  -4.09  0.81  0.00
C  -3.20  -2.26  -4.46  0.02
C  1.14  4.73  2.84  0.00
C  -0.78  -3.89  -2.14  0.06
C  -2.86  -2.02  -2.99  0.07
C  -0.28  -0.53  5.66  -0.01
C  -1.26  0.57  -0.34  0.01
C  4.72  -1.26  0.83  0.01
C  0.63  -0.19  4.64  0.01
C  1.69  5.01  4.10  0.00
C  2.08  -3.02  1.55  0.01
C  -1.56  5.99  -7.36  -0.01
C  1.86  3.99  5.03  0.00
C  2.41  -1.31  5.88  0.00
C  0.91  2.38  3.46  0.01
H  0.53  -5.48  -2.88  0.01
H  -1.80  1.33  4.48  0.00
H  -3.24  -2.62  -0.21  0.04
H  1.57  1.91  5.47  0.00
H  0.95  2.94  -1.44  0.00
H  -3.65  -1.37  -4.92  0.00
H  -2.92  1.72  -3.02  0.00
H  1.85  -2.14  7.80  0.00
H  3.38  0.35  0.27  0.01
H  2.96  -4.98  1.45  0.00
H  -1.34  -0.30  5.56  0.00
H  -0.46  -3.68  -1.12  0.04
H  4.84  -2.05  1.59  0.00
H  2.66  -0.44  3.92  0.00
H  2.28  4.20  6.02  0.00
H  3.66  -1.37  -1.91  0.00
H  -0.97  8.73  -5.69  0.00
H  -3.15  0.00  -1.10  0.00
H  -0.74  7.14  -3.79  0.00
H  -2.57  -4.21  0.06  -0.01
H  -0.72  -6.04  -1.74  0.00
H  2.33  -1.26  -3.07  0.00
H  -4.96  -4.41  0.53  0.00
H  2.48  -4.38  -0.15  0.00
H  3.97  -3.77  0.63  0.00
H  -4.70  -5.23  -1.03  0.00
H  -1.16  -5.62  -3.41  0.00
H  -1.99  -1.37  -2.85  0.03
H  1.08  -3.45  1.76  0.00
H  -0.27  -3.17  -2.80  0.00
H  5.56  -0.56  0.96  0.00
H  4.83  -1.72  -0.16  0.00
H  0.79  1.24  0.41  -0.03
H  2.00  6.04  4.34  0.00
H  2.62  0.08  -1.95  0.00
H  -0.54  -1.48  7.58  0.00
H  -1.80  5.75  -8.39  0.00
H  -2.31  -2.55  -5.04  0.00
H  -1.85  2.15  2.86  0.00
H  1.65  -2.78  -1.21  0.00
H  0.62  -1.38  -1.39  -0.02
H  -1.62  3.96  -6.69  0.00
H  -2.25  0.42  3.00  -0.01
H  -3.70  -1.54  -2.47  0.00
H  -5.41  -3.60  -0.99  0.00
H  2.52  -2.80  2.54  0.00
H  0.98  5.53  2.12  0.00
H  0.24  3.22  1.57  0.00
H  3.45  -1.65  5.95  0.00
H  -3.92  -3.09  -4.55  0.00
H  3.38  -0.02  1.99  0.00

Formula: C38H52B3F21O23S2
Source: OMol25
Level of theory: ωB97M-V/def2-TZVPD

- HOMO-LUMO gap: 9.810 eV

Last column: Mulliken charge in e.
Atoms and positions in Å:
S  4.62  -0.68  3.39  -0.32
S  -1.28  -3.46  5.44  -0.07
F  0.02  1.04  -7.06  -0.24
F  -8.50  -7.40  3.85  -0.24
F  0.27  2.21  -8.85  -0.25
F  -9.59  -7.83  2.04  -0.25
F  -0.03  5.61  -1.98  -0.15
F  -1.59  13.17  -4.65  -0.26
F  -0.65  12.41  -6.43  -0.24
F  -6.02  -1.84  -9.93  -0.25
F  0.45  12.46  -4.58  -0.24
F  1.03  5.61  -0.10  -0.27
F  2.74  6.92  -2.37  -0.24
F  1.87  2.10  -7.41  -0.26
F  -0.46  -6.15  4.78  -0.26
F  2.44  9.07  -2.44  -0.34
F  -5.24  -3.04  -11.54  -0.24
F  0.87  -7.41  5.92  -0.27
F  3.32  8.04  -4.11  -0.25
F  -0.99  6.35  -0.20  -0.31
F  -0.84  -6.52  6.87  -0.27
F  -8.20  -6.17  2.09  -0.26
F  -5.94  -3.99  -9.73  -0.26
O  -2.52  -8.01  5.49  -0.27
O  -1.01  -1.51  2.99  -0.37
O  -2.90  -3.16  -10.21  -0.51
O  1.59  0.02  3.18  0.13
O  5.68  8.08  -2.79  -0.52
O  4.55  8.62  -0.92  -0.30
O  -3.96  -2.40  -8.38  -0.31
O  -1.06  10.58  -3.51  -0.33
O  -0.33  4.40  -7.40  -0.52
O  4.28  -2.40  5.58  -0.37
O  -1.82  10.13  -5.58  -0.53
O  -6.39  -8.70  2.79  -0.52
O  1.76  1.73  4.60  -0.55
O  5.84  -4.23  5.72  -0.49
O  5.16  -3.38  3.62  -0.26
O  -0.77  -9.31  4.93  -0.52
O  8.63  -3.65  4.85  -0.36
O  -0.02  3.19  -5.53  -0.39
O  -1.23  3.34  -1.24  -0.52
O  -0.53  3.70  0.87  -0.35
O  9.85  -1.98  3.92  -0.55
O  -1.20  0.31  4.29  -0.48
O  -7.41  -8.61  0.78  -0.33
C  -6.38  -9.43  0.19  -0.20
C  8.37  -1.38  5.69  -0.55
C  -0.54  8.20  -3.34  0.02
C  -1.26  -0.91  4.20  0.52
C  -1.99  -1.01  -7.98  -0.96
C  -0.04  1.31  0.98  -0.42
C  7.65  -4.01  3.86  -0.56
C  -1.71  -1.69  5.40  -0.78
C  -0.71  4.00  -0.40  0.23
C  3.66  0.34  4.55  -0.48
C  3.27  8.07  -2.79  1.23
C  -1.24  -8.30  5.34  0.32
C  -7.27  -8.34  2.07  0.35
C  -3.45  -9.05  5.12  -0.06
C  -5.30  -2.92  -10.22  0.91
C  -3.63  -10.05  6.24  -1.16
C  5.78  8.80  -0.20  -0.23
C  9.02  -2.34  4.74  0.72
C  -0.47  4.28  -4.71  0.04
C  0.32  -1.99  2.70  0.31
C  -0.75  12.24  -5.12  0.93
C  -1.03  2.41  1.29  -0.46
C  6.36  10.18  -0.45  -1.12
C  -1.98  4.31  -4.64  -1.25
C  2.26  0.73  4.12  0.27
C  0.54  2.16  -7.56  0.94
C  -8.42  -7.42  2.52  0.93
C  -0.16  5.41  -0.67  1.05
C  -1.27  10.84  -4.79  0.35
C  -6.64  -10.90  0.44  -1.09
C  0.44  -3.52  2.74  -2.14
C  -1.53  9.30  -3.04  -0.56
C  -2.71  -2.30  -7.66  -0.39
C  -0.01  3.41  -6.84  0.30
C  -3.89  -2.84  -9.62  0.33
C  -0.40  -7.08  5.74  0.92
C  4.67  8.27  -2.19  0.08
C  1.43  -1.37  3.50  -0.77
B  4.67  -2.26  4.26  0.38
B  6.18  -3.89  4.42  0.31
B  5.08  -3.26  6.32  0.65
H  0.44  8.46  -2.94  -0.12
H  -0.40  0.37  1.38  -0.12
H  -2.51  9.09  -3.46  0.40
H  -2.79  -1.61  5.41  0.45
H  6.64  10.30  -1.49  0.32
H  -1.09  -0.92  -7.38  0.35
H  7.76  -3.42  2.96  0.38
H  0.94  -3.86  1.85  0.47
H  5.52  8.68  0.85  0.31
H  -2.37  3.35  -4.29  0.31
H  -2.09  -3.17  -7.88  0.34
H  5.09  -3.13  7.50  -0.13
H  -1.37  -1.22  6.31  0.41
H  7.86  -5.04  3.59  0.29
H  -6.60  -11.13  1.51  0.29
H  -2.63  -0.15  -7.79  0.31
H  0.50  -1.71  1.68  0.44
H  8.53  -0.38  5.34  0.31
H  -0.07  5.23  -5.08  0.35
H  4.19  1.26  4.70  0.67
H  -7.63  -11.17  0.09  0.31
H  -1.17  2.48  2.37  0.31
H  2.32  -1.89  3.16  0.39
H  -2.00  2.22  0.84  0.33
H  -2.42  4.51  -5.62  0.44
H  -3.13  -9.53  4.20  0.30
H  -4.39  -10.79  5.97  0.37
H  3.58  -0.13  5.52  0.23
H  -1.71  -0.97  -9.04  0.33
H  -6.41  -9.21  -0.87  0.31
H  5.63  10.95  -0.20  0.31
H  0.93  1.54  1.42  0.26
H  6.49  8.02  -0.46  0.34
H  7.31  -1.57  5.81  -0.01
H  -0.87  7.26  -2.91  -0.14
H  -4.39  -8.55  4.91  0.21
H  1.36  -1.55  4.57  0.62
H  -1.65  9.42  -1.97  0.32
H  -0.54  -3.94  2.85  0.51
H  1.02  -3.81  3.61  0.38
H  -2.97  -2.34  -6.61  0.35
H  -2.31  5.09  -3.95  0.34
H  -2.33  -3.95  6.10  0.13
H  -3.93  -9.55  7.16  0.33
H  -5.40  -9.12  0.57  0.31
H  7.25  10.33  0.17  0.38
H  0.11  1.21  -0.10  0.46
H  -2.69  -10.58  6.44  0.32
H  -0.42  8.07  -4.42  0.43
H  8.85  -1.51  6.65  0.30
H  -5.90  -11.51  -0.07  0.37
H  -0.06  4.10  -3.73  0.15

| no. | calculated total energy (Ha) |
| --- | --- |
| 1 | -5196.77397 |
| 2 | -6178.21170 |